No. 1
Below is a structure of composition C24H35N6O6PPdS at a distorted geometry, with properties calculated with ωB97M-V/def2-TZVPD.

```
74
Properties=species:S:1:pos:R:3:forces:R:3:mulliken_charge:R:1
Pd 0.158 -0.775 0.044 -1.47 0.92 1.24 -1.3785
O -2.857 -0.040 1.349 0.41 0.02 -0.30 -0.7450
N -1.919 0.081 0.513 -0.60 0.01 0.16 -0.2771
N -2.238 0.304 -0.731 -0.32 0.30 0.10 1.1640
O -1.263 0.529 -1.578 0.43 0.23 -0.54 -0.8712
C -3.532 0.371 -1.267 -0.62 -0.06 0.07 0.0821
C -4.635 -0.257 -0.681 0.12 -0.12 0.19 -0.3197
C -5.865 -0.199 -1.305 -0.19 0.05 -0.17 -0.5439
C -6.025 0.472 -2.507 -0.20 -0.01 -0.05 -0.3740
C -4.927 1.078 -3.101 -0.24 0.01 0.00 -0.4332
C -3.693 1.028 -2.491 0.39 -0.02 0.15 -0.3277
H -4.516 -0.805 0.238 0.02 0.10 -0.02 0.4049
H -6.710 -0.697 -0.847 -0.04 -0.03 0.01 0.3252
H -6.997 0.511 -2.984 -0.03 0.00 -0.04 0.3456
H -5.036 1.584 -4.051 0.01 0.04 -0.05 0.3257
H -2.812 1.460 -2.938 0.03 -0.01 -0.01 0.3907
O 0.909 0.988 1.618 -0.57 0.29 -0.08 -0.8497
P 2.171 0.756 2.310 1.67 0.16 1.10 -0.3281
N 2.120 1.004 4.012 0.15 -0.42 -1.09 0.1446
C 1.286 -0.013 4.651 -0.03 -0.41 0.34 -0.6331
C 0.959 0.609 5.999 0.00 0.00 -0.07 -0.7052
C 0.674 2.061 5.616 0.05 -0.04 0.07 -0.6791
C 1.584 2.308 4.402 0.09 0.65 -0.02 -0.5257
N 3.299 1.913 1.863 -0.34 -0.55 0.01 0.4745
C 3.345 2.170 0.420 -0.32 0.15 -0.45 -0.2659
C 4.707 2.832 0.176 -0.03 0.01 0.10 -0.7194
C 5.134 3.296 1.570 0.03 -0.13 -0.03 -0.7109
C 4.590 2.176 2.454 0.23 0.11 0.35 -0.4539
N 2.806 -0.761 2.075 -0.57 0.60 0.30 0.7079
C 4.092 -1.238 2.560 0.58 0.12 0.05 -0.4758
C 4.005 -2.770 2.474 -0.05 -0.01 -0.10 -0.8832
C 2.897 -3.002 1.443 -0.09 0.11 0.19 -0.2812
C 1.922 -1.901 1.821 0.15 -0.41 0.19 1.4374
H 1.846 -0.946 4.739 -0.10 -0.05 -0.03 0.1742
H 0.365 -0.195 4.082 -0.01 -0.09 0.05 0.3511
H 1.835 0.552 6.648 -0.01 -0.04 0.04 0.3151
H 0.115 0.126 6.490 0.01 -0.03 0.05 0.3771
H 0.884 2.754 6.433 -0.07 0.03 -0.03 0.3417
H -0.373 2.169 5.332 0.00 0.03 -0.01 0.3021
H 2.420 2.973 4.651 -0.12 0.04 -0.03 0.2472
H 1.020 2.757 3.579 0.01 0.09 0.07 0.3727
H 2.513 2.832 0.164 0.07 -0.08 -0.12 0.3103
H 3.217 1.247 -0.156 0.03 0.09 -0.03 0.0826
H 4.642 3.654 -0.537 0.02 -0.07 -0.04 0.3627
H 5.421 2.098 -0.204 0.01 0.03 -0.02 0.3050
H 4.634 4.234 1.820 0.02 0.04 0.05 0.3019
H 6.214 3.427 1.664 -0.03 0.04 0.05 0.3838
H 4.465 2.472 3.497 0.11 -0.04 0.04 0.2059
H 5.273 1.314 2.418 -0.03 0.03 0.04 0.1752
H 4.307 -0.893 3.579 0.02 0.02 -0.01 0.3445
H 4.892 -0.876 1.903 0.00 0.03 0.10 0.2662
H 3.707 -3.186 3.439 -0.01 -0.01 0.01 0.3147
H 4.957 -3.218 2.191 0.06 0.01 0.04 0.4270
H 2.446 -3.992 1.496 0.05 0.01 -0.06 0.3749
H 3.272 -2.838 0.432 -0.06 -0.02 -0.06 0.1028
H 1.373 -2.193 2.727 -0.06 0.01 -0.06 0.3437
H 1.200 -1.624 1.016 0.51 -0.76 0.59 -1.1221
N 1.578 -1.176 -1.955 0.30 0.19 -0.28 -0.0060
C 1.414 -2.544 -1.830 -0.03 -0.49 -0.11 0.2001
C 0.322 -3.040 -1.093 0.33 0.10 -0.29 -0.0230
C 0.214 -4.396 -0.838 -0.02 0.15 0.12 -0.6472
C 1.186 -5.263 -1.296 -0.06 -0.78 0.15 0.0038
C 2.233 -4.796 -2.057 0.25 0.17 -0.14 -0.6574
C 2.353 -3.446 -2.340 -0.12 0.09 0.03 -0.8711
S 1.087 -7.030 -0.994 -0.01 -0.46 -0.05 1.2828
O 0.552 -7.579 -2.246 0.10 0.09 0.27 -0.7195
O 2.466 -7.459 -0.725 -0.28 0.23 -0.09 -0.7342
O 0.192 -7.200 0.152 0.13 0.19 -0.22 -0.7369
H 0.758 -0.625 -1.593 0.49 0.10 -1.29 0.1040
H 2.026 -0.835 -2.791 -0.11 0.00 -0.05 0.2382
H -0.450 -2.308 -0.739 -0.13 -0.56 -0.28 0.7428
H -0.610 -4.809 -0.276 -0.09 0.07 0.11 0.4776
H 2.965 -5.511 -2.397 0.15 -0.04 -0.10 0.3654
H 3.189 -3.072 -2.923 0.05 0.00 0.02 0.2996
```
Positions in Å, forces in eV/Å.

## Properties
- frontier orbital gap (eV) = 4.999
- LUMO energy (eV) = 3.960
- total charge = -2

=====

No. 2
Below is a structure of composition C31H42BrN3O2PbSi4Te at a distorted geometry, with properties calculated with ωB97M-V/def2-TZVPD.

```
85
Properties=species:S:1:pos:R:3:forces:R:3:mulliken_charge:R:1
Pb -0.168 -1.369 0.144 0.46 -1.37 1.55 0.6963
C -3.386 0.723 2.816 -0.05 0.29 -0.14 -1.0699
C -3.496 1.998 2.279 0.02 -0.25 0.03 -0.5521
C -2.824 2.288 1.108 0.28 -0.14 -0.19 -1.0466
C -2.040 1.299 0.510 -0.76 -0.03 0.82 0.3533
N -1.957 0.073 1.032 -0.20 0.74 -0.21 0.4455
C -2.604 -0.202 2.150 -0.04 -0.07 0.17 -0.2954
C -1.224 1.571 -0.672 0.40 -0.05 -0.70 0.9339
C -1.501 2.605 -1.558 0.11 -0.03 -0.14 -0.9375
C -0.668 2.801 -2.650 0.11 -0.16 0.34 -0.9393
C 0.477 2.032 -2.767 -0.08 -0.03 0.10 -0.8664
C 0.704 1.022 -1.839 -0.78 0.27 -0.02 0.7938
N -0.185 0.746 -0.875 0.37 1.26 -0.01 0.2224
C 1.887 0.166 -1.881 0.93 -0.60 -0.15 0.3631
C 3.110 0.619 -2.378 -0.33 0.04 0.15 -0.9668
C 4.204 -0.223 -2.342 -0.12 -0.33 0.08 -0.5255
C 4.041 -1.512 -1.846 0.06 0.30 -0.16 -0.9136
C 2.796 -1.880 -1.371 0.08 -0.11 0.08 -0.1947
N 1.753 -1.064 -1.374 0.23 0.59 -0.58 0.3205
H -3.880 0.462 3.737 -0.05 -0.08 0.09 0.4395
H -4.084 2.758 2.772 -0.05 0.03 0.03 0.4347
H -2.864 3.280 0.686 0.00 0.08 -0.02 0.4210
H -2.469 -1.198 2.541 0.02 -0.09 0.10 0.5900
H -2.377 3.219 -1.429 -0.08 0.01 0.05 0.4134
H -0.901 3.552 -3.388 -0.02 0.09 -0.05 0.4621
H 1.159 2.177 -3.590 0.07 0.00 -0.04 0.4882
H 3.205 1.631 -2.735 0.02 0.10 -0.05 0.4639
H 5.169 0.119 -2.688 0.03 0.00 -0.03 0.4404
H 4.867 -2.203 -1.816 0.03 -0.09 0.04 0.4331
H 2.628 -2.862 -0.953 0.01 -0.08 0.08 0.5368
C -5.699 -5.583 -3.189 0.46 0.40 0.16 -1.0925
Si -4.922 -3.867 -2.855 -0.85 0.04 -0.20 0.5570
C -6.052 -3.040 -1.542 0.55 -0.16 -0.30 -1.1044
C -5.054 -2.890 -4.488 0.23 -0.20 0.54 -1.0564
Si -2.658 -3.906 -2.136 0.05 0.27 -0.04 0.0411
Te -1.998 -1.442 -2.082 -0.95 -0.81 -1.02 -0.5004
Si -1.203 -4.919 -3.708 0.54 -0.20 -0.62 0.4753
C 0.521 -5.277 -2.948 -0.60 0.12 -0.05 -0.7223
C -0.912 -3.777 -5.216 -0.21 -0.20 0.56 -1.0470
C -1.895 -6.565 -4.389 0.12 0.49 0.32 -1.1179
Si -2.494 -4.931 -0.007 0.14 -0.27 0.82 0.4316
C -3.427 -3.933 1.333 0.21 -0.18 -0.52 -0.2700
C -3.245 -6.687 -0.023 0.17 0.53 -0.18 -1.1833
C -0.688 -5.104 0.618 -0.41 0.22 -0.34 -0.6626
H -6.705 -5.495 -3.589 -0.18 0.19 -0.06 0.3733
H -5.762 -6.175 -2.282 0.02 -0.13 0.23 0.2950
H -5.116 -6.149 -3.906 0.17 -0.14 -0.18 0.2708
H -7.038 -2.807 -1.937 -0.09 -0.04 -0.21 0.3897
H -5.616 -2.113 -1.180 0.12 0.17 0.05 0.2748
H -6.195 -3.694 -0.685 0.03 -0.15 0.11 0.2881
H -6.080 -2.779 -4.823 -0.28 -0.06 0.07 0.3880
H -4.508 -3.388 -5.282 0.17 -0.17 -0.17 0.2772
H -4.630 -1.898 -4.379 0.12 0.24 0.06 0.2861
H 0.909 -4.405 -2.430 0.02 0.22 0.11 -0.0901
H 1.252 -5.559 -3.701 0.00 -0.03 -0.26 0.4035
H 0.470 -6.090 -2.229 -0.04 -0.15 0.14 0.3052
H -0.479 -2.827 -4.917 0.05 0.16 0.15 0.2635
H -1.848 -3.555 -5.718 -0.24 0.04 -0.10 0.2678
H -0.246 -4.228 -5.947 0.12 -0.25 -0.04 0.3695
H -2.031 -7.294 -3.598 -0.05 -0.17 0.22 0.3185
H -1.243 -7.009 -5.135 0.24 0.02 -0.13 0.3763
H -2.861 -6.408 -4.857 -0.24 0.07 -0.10 0.2540
H -4.446 -3.717 1.032 -0.22 0.04 -0.11 0.2535
H -2.941 -2.979 1.514 0.13 0.16 -0.06 -0.5258
H -3.470 -4.463 2.281 0.10 -0.22 0.11 0.4496
H -4.313 -6.651 -0.205 -0.27 0.05 -0.07 0.2926
H -3.094 -7.207 0.919 0.11 0.04 0.24 0.3806
H -2.804 -7.296 -0.804 0.12 -0.14 -0.22 0.3001
H -0.218 -4.133 0.784 -0.04 -0.03 0.01 -0.1012
H -0.069 -5.635 -0.098 0.09 -0.12 -0.16 0.1959
H -0.634 -5.647 1.558 -0.18 -0.11 0.16 0.4109
Br 6.182 0.692 5.047 -0.17 -0.03 -0.06 -0.2262
C 4.279 0.552 4.950 0.24 0.03 0.09 -0.0103
C 3.546 0.757 6.108 0.08 -0.06 0.02 -0.3846
C 2.166 0.670 6.044 -0.05 0.07 0.02 -0.5616
C 1.538 0.407 4.841 -0.03 -0.04 -0.10 -0.4466
C 2.288 0.168 3.695 -0.02 -0.07 0.06 0.2165
C 3.673 0.240 3.749 0.01 -0.02 -0.06 -0.2504
C 1.584 -0.221 2.409 0.10 0.09 0.42 0.4563
O 2.252 -0.674 1.465 0.44 -0.01 -0.46 -0.6427
O 0.338 -0.082 2.403 -0.53 0.18 -0.11 -0.5023
H 4.042 0.967 7.044 0.06 0.03 0.00 0.3962
H 1.579 0.809 6.941 -0.02 0.06 0.07 0.3926
H 0.461 0.368 4.769 -0.03 -0.06 -0.02 0.4049
H 4.245 0.042 2.852 0.02 0.00 0.01 0.4985
```
Positions in Å, forces in eV/Å.

## Properties
- relative energy (zero: lowest compared OMol25 entry of this formula, charge and spin) (eV) = 0.697
- frontier orbital gap (eV) = 6.098
- LUMO energy (eV) = -0.751
- total charge = 0

=====

Question: Which of these has the highest total charge?
Answer: C31H42BrN3O2PbSi4Te

=====

Question: Among the records above, which one has the lowest frontier orbital gap?
Answer: C24H35N6O6PPdS